Record 1
Computed, not measured: a structure of composition C5H27N2O8 in a non-equilibrium geometry, with ωB97M-V with the def2-TZVPD basis set.

HOMO in eV: -6.341
Charge: -1
Relative energy (zero: lowest compared OMol25 entry of this formula, charge and spin) in kcal/mol: 53.18

Element x y z (Å)
1 C 1.925 -0.653 -0.383
2 N 0.564 -1.133 -0.235
3 C -0.439 -0.169 -0.840
4 C -0.201 -0.079 -2.326
5 C 0.415 1.319 -2.694
6 O -0.621 2.225 -2.290
7 C -1.830 -0.585 -0.472
8 N -2.805 0.503 -0.242
9 H 2.353 0.046 0.330
10 H 2.601 -1.545 -0.257
11 H 2.261 -0.373 -1.382
12 H 0.291 -1.079 0.764
13 H -0.458 2.736 -1.410
14 H 0.423 -0.906 -2.640
15 H -1.088 -0.264 -2.940
16 H 0.559 1.571 -3.762
17 H 1.255 1.495 -2.032
18 H -1.886 -1.254 0.432
19 H -2.230 -1.187 -1.332
20 H -2.853 0.923 -1.165
21 H -2.383 1.088 0.484
22 H 0.628 -3.879 -1.524
23 H 1.108 -2.779 -0.574
24 O 1.103 -3.778 -0.690
25 H 1.364 0.989 1.945
26 H 0.384 2.461 1.126
27 O 1.073 1.909 1.957
28 H 1.669 3.195 -0.658
29 H 2.064 2.442 0.531
30 O 2.489 2.931 -0.224
31 H -0.160 0.811 -0.355
32 H -0.575 3.735 0.739
33 O -0.254 3.003 0.200
34 H -0.473 0.057 3.694
35 H -0.364 1.559 3.213
36 O -0.970 0.874 3.567
37 H -1.167 -2.842 0.459
38 H -0.066 -3.783 0.562
39 O -0.866 -3.518 1.081
40 H -0.515 -2.657 2.800
41 H -1.622 -1.637 3.387
42 O -0.705 -1.773 3.153

Record 2
Computed, not measured: a cluster of 8 separate species, C5H27N2O8 in total in a non-equilibrium geometry, with ωB97M-V with the def2-TZVPD basis set.

Multiplicity: 2
HOMO (alpha / beta) in eV: -2.404 / -9.043
Relative energy (zero: lowest compared OMol25 entry of this formula, charge and spin) in kcal/mol: 121.27

Element x y z (Å)
1 C 0.971 2.230 -2.047
2 N -0.307 1.959 -1.349
3 C -1.489 2.208 -2.183
4 C -2.717 1.834 -1.358
5 O -2.849 2.122 -0.182
6 C 2.156 2.416 -0.878
7 N 2.314 1.078 -0.217
8 C 3.340 0.177 -0.929
9 H 0.971 3.215 -2.573
10 H 1.196 1.678 -2.980
11 H -0.126 1.013 -0.990
12 H -1.463 1.913 -3.206
13 H -1.560 3.340 -2.281
14 H -3.474 1.211 -2.038
15 H 2.176 3.150 0.044
16 H 2.914 2.789 -1.559
17 H 1.405 0.545 -0.056
18 H 2.806 1.270 0.738
19 H 3.216 -0.846 -0.739
20 H 3.593 0.416 -2.051
21 H 4.409 0.220 -0.567
22 H 0.137 -3.635 0.778
23 H -0.628 -2.469 1.335
24 O 0.137 -2.673 0.818
25 H -2.677 -1.967 3.063
26 H -2.702 -2.403 1.581
27 O -2.171 -1.824 2.272
28 H -0.446 0.088 3.583
29 H -0.586 -1.441 3.619
30 O 0.111 -0.773 3.527
31 H -1.003 -0.175 0.517
32 H -1.373 0.999 1.373
33 O -0.622 0.608 0.904
34 H 2.993 -1.130 2.207
35 H 1.506 -0.844 1.783
36 O 2.404 -0.715 1.566
37 H -0.003 -1.333 -2.223
38 H 0.277 -1.659 -0.690
39 O 0.030 -1.001 -1.295
40 H -2.264 -4.113 -0.766
41 H -1.010 -4.485 -1.148
42 O -1.528 -4.469 -0.286

Record 3
Computed, not measured: a cluster of 9 separate species, C5H27NO9 in total in a non-equilibrium geometry, with ωB97M-V with the def2-TZVPD basis set.

HOMO in eV: -9.195
Relative energy (zero: lowest compared OMol25 entry of this formula, charge and spin) in kcal/mol: 73.09

Element x y z (Å)
1 O -0.017 -2.169 0.778
2 C -0.982 -2.007 -0.352
3 C -1.856 -0.848 0.082
4 C -3.233 -0.747 -0.678
5 C -3.424 0.744 -0.888
6 C -2.106 1.475 -0.504
7 N -1.099 0.421 -0.364
8 H 0.883 -2.151 0.371
9 H -1.493 -2.983 -0.257
10 H -0.367 -1.795 -1.205
11 H -1.902 -0.854 1.253
12 H -3.990 -1.207 -0.028
13 H -3.065 -1.334 -1.602
14 H -3.738 1.043 -1.849
15 H -4.234 1.231 -0.167
16 H -1.869 2.211 -1.288
17 H -2.196 1.895 0.513
18 H -0.420 0.700 0.231
19 O 0.596 1.913 2.893
20 H -0.174 2.099 3.487
21 H 0.969 1.041 2.998
22 O 2.392 1.251 -1.090
23 H 2.020 1.716 -0.341
24 H 3.112 1.747 -1.574
25 O 0.077 -0.464 3.015
26 H 0.186 -1.054 2.321
27 H 0.712 -0.879 3.701
28 O 2.517 -1.911 0.154
29 H 2.767 -2.645 -0.422
30 H 2.524 -1.175 -0.494
31 O 3.787 -0.294 1.810
32 H 2.974 0.207 1.841
33 H 3.642 -1.115 1.240
34 O 1.594 -0.942 -2.832
35 H 1.113 -0.841 -3.653
36 H 1.467 -0.135 -2.397
37 O -1.286 0.163 -3.356
38 H -1.127 0.396 -2.433
39 H -2.096 -0.211 -3.369
40 O 2.489 2.697 1.199
41 H 1.673 2.552 1.567
42 H 3.179 2.256 1.685